Entry i
41
Properties=species:S:1:pos:R:3:mulliken_charge:R:1 method="wB97M-V/def2-TZVPD" multiplicity=2 s_squared=0.75 homo_ev="-4.94 / -4.95" homo_lumo_gap_ev="7.344 / 5.723" total_charge=-1
Ir 0.693 0.112 -0.657 0.314
N 4.453 0.001 1.036 -0.454
C 3.287 -0.223 0.408 0.825
O 2.378 0.622 0.483 -0.649
C 3.083 -1.468 -0.389 -0.677
C 1.577 -1.706 -0.511 -0.978
H 4.610 0.922 1.410 0.244
H 5.250 -0.562 0.800 0.208
H 3.628 -2.315 0.036 0.437
H 3.524 -1.260 -1.368 0.182
H 1.184 -2.186 0.387 0.521
H 1.335 -2.308 -1.387 0.392
C -1.395 1.876 4.477 -0.967
Si -2.256 0.743 3.250 0.059
C -2.768 -0.827 4.145 -0.970
C -3.791 1.603 2.603 -0.952
C -1.149 0.342 1.877 1.376
C -0.403 0.120 0.933 -1.066
H -2.047 2.117 5.321 0.287
H -1.101 2.809 3.993 0.285
H -0.491 1.404 4.867 0.283
H -3.439 -0.604 4.979 0.272
H -1.894 -1.350 4.540 0.303
H -3.283 -1.505 3.463 0.299
H -4.487 1.836 3.415 0.287
H -4.305 0.971 1.877 0.303
H -3.526 2.535 2.101 0.290
F -2.493 -1.926 -1.485 -0.266
B -2.100 -0.640 -1.542 0.679
F -3.079 0.245 -1.293 -0.239
Se 4.618 0.643 -3.662 -0.295
C 3.021 0.641 -2.859 0.137
N 1.980 0.621 -2.335 -0.592
F 0.034 -0.365 -6.863 -0.220
C 0.372 0.313 -5.765 0.531
F -0.123 1.546 -5.856 -0.234
F 1.688 0.372 -5.682 -0.181
S -0.353 -0.537 -4.220 1.170
O -1.767 -0.556 -4.528 -0.560
O 0.394 -1.770 -4.138 -0.528
O -0.857 -0.283 -1.860 -0.855

***

Entry ii
41
Properties=species:S:1:pos:R:3:mulliken_charge:R:1 method="wB97M-V/def2-TZVPD" multiplicity=2 s_squared=0.77 homo_ev="-4.75 / -4.89" homo_lumo_gap_ev="7.497 / 6.590" total_charge=-1
Ir 0.360 0.460 0.006 0.930
N 1.615 4.323 -0.137 -0.378
C 0.726 3.322 -0.259 0.543
O 0.771 2.520 -1.193 -0.703
C -0.391 3.220 0.739 -0.787
C -1.208 1.970 0.451 -0.994
H 2.494 4.157 -0.617 0.390
H 1.661 4.792 0.751 0.221
H -0.985 4.141 0.671 0.483
H 0.036 3.167 1.745 0.318
H -1.808 2.103 -0.448 0.377
H -1.828 1.702 1.303 0.396
C -3.336 -1.002 -1.606 -1.012
Si -2.203 -1.992 -0.470 0.032
C -2.781 -1.761 1.296 -0.903
C -2.310 -3.820 -0.906 -1.060
C -0.473 -1.317 -0.766 0.300
C 0.502 -2.083 -1.018 0.002
H -4.364 -1.370 -1.579 0.329
H -2.986 -1.040 -2.640 0.315
H -3.336 0.044 -1.293 0.248
H -3.799 -2.141 1.416 0.379
H -2.779 -0.702 1.561 0.205
H -2.136 -2.277 2.008 0.300
H -3.323 -4.210 -0.791 0.316
H -1.646 -4.406 -0.267 0.294
H -1.995 -3.988 -1.939 0.309
F 2.531 -3.450 -0.511 -0.257
B 1.613 -3.017 -1.378 0.382
F 1.764 -3.517 -2.613 -0.284
Se -1.322 0.103 4.430 -0.262
C -0.457 -0.102 2.906 0.113
N 0.090 -0.244 1.886 -0.543
F 5.322 1.090 1.018 -0.239
C 4.604 0.358 0.152 0.519
F 4.275 -0.780 0.764 -0.226
F 5.401 0.064 -0.881 -0.237
S 3.116 1.308 -0.398 1.302
O 2.407 1.523 0.871 -0.717
O 3.719 2.487 -0.967 -0.710
O 2.457 0.367 -1.297 -0.690

***

It is entry i that is the most stable of them.